DFT (ωB97M-V/def2-TZVPD) results for a cluster of 3 separate species, C4H11N3O in total at a distorted geometry.

```
! wB97M-V def2-TZVPD RIJCOSX def2/J DEFGRID3
* xyz 0 1
C 0.57 -2.34 -0.22
N 1.92 0.56 1.32
H 2.71 1.19 1.29
H 1.52 -2.53 0.19
H 1.89 -0.43 1.54
H -2.04 -0.32 0.01
N 0.29 1.22 -0.80
C 0.69 1.21 1.21
O -2.26 -0.48 -0.92
H -2.51 -2.54 -0.95
H 0.40 2.26 -0.53
H -0.65 1.04 -1.16
H 1.02 0.83 -1.39
N 0.66 2.54 1.31
H -1.76 -1.80 -2.38
H -0.06 2.90 1.93
H -0.13 0.57 1.58
C -1.79 -1.77 -1.28
C -0.48 -2.09 -0.74
*
```

Output
relative energy (zero: lowest compared OMol25 entry of this formula, charge and spin) = 116.8 kcal/mol
SMILES = [H]/N=C/N.C#CCO.N

Löwdin population analysis, charges in e, atoms 1 to 6: 0.11 0.06 0.09 0.02 0.06 0.08

DFT (ωB97M-V/def2-TZVPD) results for the molecule C5H11NO at a distorted geometry.

```
! wB97M-V def2-TZVPD RIJCOSX def2/J DEFGRID3
* xyz 0 1
H -0.74 0.89 1.94
H -1.61 -0.50 0.00
C -0.56 -0.38 0.26
C -0.85 -0.27 1.72
C 0.22 -1.61 -0.27
H 1.60 2.19 -0.08
H -0.09 -0.81 2.34
H -0.73 1.66 -0.48
H -0.28 -2.48 -0.03
O -0.85 0.25 -2.70
H 1.28 -1.64 0.21
H 0.54 -1.62 -1.28
N 1.35 1.17 0.06
C -0.01 0.85 -0.47
H 1.39 1.03 1.06
H -1.81 -0.52 2.07
C 0.06 0.73 -2.02
H 1.08 1.07 -2.31
*
```

Output
relative energy (zero: lowest compared OMol25 entry of this formula, charge and spin) = 53.7 kcal/mol
SMILES = CC(C)[C@@H](N)C=O

Löwdin population analysis, charges in e, atoms 1 to 6: 0.12 0.13 -0.41 -0.08 -0.05 0.10

DFT (ωB97M-V/def2-TZVPD) results for the molecule C10H10N2O3 at a distorted geometry.

```
! wB97M-V def2-TZVPD RIJCOSX def2/J DEFGRID3
* xyz 0 1
O -1.09 2.21 -1.63
H -0.80 -1.68 2.08
C -0.69 -0.66 2.36
H -1.24 -1.09 -2.94
O -0.65 -2.20 -1.57
C -0.62 1.28 3.72
H 0.18 2.92 2.70
H 1.93 -0.95 -2.79
H 0.92 -0.80 -4.17
C -0.16 1.99 2.62
C -0.32 -1.04 -2.44
H -1.07 -0.46 4.56
N -0.58 -1.83 -0.23
H 0.78 0.60 -1.63
N -1.39 1.03 -1.67
C -0.40 -0.58 -0.05
C 0.96 -1.33 -3.17
H 1.11 -2.52 -3.21
C -0.45 0.17 1.18
C -0.88 -0.06 3.60
H 0.06 1.94 0.42
C -0.17 1.49 1.33
H -0.74 1.59 4.67
O -2.47 0.55 -1.97
C -0.25 0.13 -1.47
*
```

Output
relative energy (zero: lowest compared OMol25 entry of this formula, charge and spin) = 140.1 kcal/mol
SMILES = C[C@H]1ON=C(c2ccccc2)[C@@H]1[N+](=O)[O-]

Löwdin population analysis, charges in e, atoms 1 to 6: 0.08 0.09 0.02 0.13 -0.09 -0.06

DFT (ωB97M-V/def2-TZVPD) results for a structure of composition C4H5NOS2 at a distorted geometry.

```
! wB97M-V def2-TZVPD RIJCOSX def2/J DEFGRID3
* xyz 0 1
H 1.87 -1.33 0.62
H 0.14 -1.40 1.55
N -1.10 -0.08 -0.40
S -3.38 0.67 -1.93
C 1.47 0.62 1.55
C 0.19 -0.38 -0.50
H -1.59 0.01 0.42
S 1.04 -0.50 -1.87
H 1.97 1.46 0.79
O 1.30 0.72 2.76
C 0.89 -0.64 0.74
C -1.73 0.49 -1.49
H -1.08 0.38 -2.25
*
```

Output
relative energy (zero: lowest compared OMol25 entry of this formula, charge and spin) = 70.6 kcal/mol

Löwdin population analysis, charges in e, atoms 1 to 6: 0.14 0.21 -0.01 0.60 -0.23 -0.90

DFT (ωB97M-V/def2-TZVPD) results for the molecule CH2N2O3S at a distorted geometry.

```
! wB97M-V def2-TZVPD RIJCOSX def2/J DEFGRID3
* xyz 0 1
O 0.71 -1.18 -1.33
H 1.61 1.24 -1.30
H -0.38 0.73 1.42
S 0.97 -0.35 -0.22
O 1.26 -0.95 1.09
N 1.70 0.94 -0.43
N -0.93 0.33 0.58
C -1.98 -0.17 0.31
O -2.97 -0.58 -0.13
*
```

Output
relative energy (zero: lowest compared OMol25 entry of this formula, charge and spin) = 39.5 kcal/mol

Löwdin population analysis, charges in e, atoms 1 to 6: -0.27 -0.04 0.18 0.58 -0.33 -0.13

DFT (ωB97M-V/def2-TZVPD) results for a structure of composition C3NS at a distorted geometry.

```
! wB97M-V def2-TZVPD RIJCOSX def2/J DEFGRID3
* xyz 1 1
C 0.64 0.43 0.13
S -1.59 -0.12 -0.04
C 1.11 -0.84 -0.08
N 0.03 1.47 -0.01
C -0.20 -0.95 0.00
*
```

Output
relative energy (zero: lowest compared OMol25 entry of this formula, charge and spin) = 31.0 kcal/mol

Löwdin charges, unit e, in atom order: -0.34 1.22 0.21 0.26 -0.36

no.,orbital gap (eV),E (Eh),E_HOMO (eV)
1,8.5,-398.36807,-7.851
2,10.3,-327.04577,-9.403
3,8.7,-722.07706,-8.921
4,7.5,-1081.68075,-8.924
5,10.2,-772.64387,-11.000
6,7.2,-566.64304,-16.915